Record 1
DFT (the ωB97M-V functional and the def2-TZVPD basis) results for C42H42CuFN2P2 as an isolated structure.

The spin multiplicity is 2. The charge is +1.

Cartesian coordinates (Å):
Cu: -0.556 -0.180 -0.238
N: 1.814 1.061 -1.889
P: 2.614 -0.449 -1.479
C: 4.296 0.025 -1.981
C: 4.933 1.163 -1.484
C: 6.212 1.481 -1.903
C: 6.869 0.660 -2.814
C: 6.246 -0.475 -3.306
C: 4.957 -0.790 -2.893
C: 2.731 -0.250 0.342
C: 3.392 -1.261 1.042
C: 3.557 -1.173 2.413
C: 3.008 -0.106 3.115
C: 2.321 0.885 2.436
C: 2.203 0.826 1.051
P: 0.132 1.020 -1.973
C: -0.308 2.774 -2.060
C: 0.531 3.752 -1.532
C: 0.141 5.084 -1.548
C: -1.088 5.443 -2.078
C: -1.931 4.469 -2.598
C: -1.543 3.140 -2.592
C: -0.407 0.365 -3.570
C: 0.241 0.725 -4.750
C: -0.204 0.234 -5.964
C: -1.310 -0.609 -6.008
C: -1.966 -0.961 -4.840
C: -1.509 -0.480 -3.620
H: 2.293 1.597 -2.608
H: 4.431 1.789 -0.755
H: 6.705 2.362 -1.515
H: 7.870 0.908 -3.136
H: 6.757 -1.113 -4.012
H: 4.463 -1.671 -3.282
H: 3.796 -2.112 0.506
H: 4.094 -1.950 2.941
H: 3.116 -0.052 4.190
H: 1.893 1.717 2.979
H: 1.722 1.635 0.518
H: 1.485 3.476 -1.101
H: 0.800 5.840 -1.143
H: -1.390 6.481 -2.090
H: -2.890 4.747 -3.015
H: -2.200 2.388 -3.014
H: 1.097 1.390 -4.727
H: 0.305 0.508 -6.877
H: -1.657 -0.991 -6.958
H: -2.825 -1.616 -4.875
H: -2.009 -0.771 -2.702
C: -1.642 -4.010 3.857
C: -0.754 -3.019 3.102
C: 0.721 -3.302 3.388
C: -1.115 -1.581 3.445
C: -0.936 -1.168 4.761
C: -1.199 0.130 5.155
C: -1.665 1.042 4.223
C: -1.847 0.698 2.890
C: -2.442 1.781 1.996
C: -1.368 2.709 1.433
C: -3.404 1.319 0.903
C: -1.550 -0.622 2.509
N: -1.633 -1.001 1.142
C: -2.562 -1.935 0.815
C: -3.706 -2.202 1.601
C: -4.649 -3.113 1.184
C: -4.480 -3.798 -0.019
C: -3.364 -3.565 -0.818
C: -2.439 -2.645 -0.399
F: -1.341 -2.420 -1.153
H: -1.382 -5.032 3.582
H: -2.699 -3.860 3.643
H: -1.502 -3.914 4.934
H: -0.898 -3.185 2.033
H: 0.938 -3.252 4.455
H: 1.364 -2.588 2.878
H: 0.981 -4.305 3.046
H: -0.585 -1.885 5.491
H: -1.064 0.425 6.186
H: -1.917 2.047 4.537
H: -3.043 2.385 2.681
H: -0.780 2.204 0.665
H: -0.684 3.045 2.212
H: -1.818 3.586 0.967
H: -2.890 0.915 0.027
H: -3.990 2.172 0.561
H: -4.101 0.562 1.264
H: -3.835 -1.651 2.523
H: -5.527 -3.293 1.788
H: -5.222 -4.515 -0.342
H: -3.205 -4.092 -1.747



Record 2
DFT (the ωB97M-V functional and the def2-TZVPD basis) results for C29H33F6N9O4S3Zr as an isolated structure.

For the relative energy (zero: lowest compared OMol25 entry of this formula, charge and spin), the calculation gives 0.1 kcal per mole. The charge is +2.

Cartesian coordinates (Å):
Zr: 0.326 0.513 0.109
C: 2.965 -2.344 -6.122
C: 2.265 -2.010 -4.836
C: 1.681 -2.995 -4.047
C: 1.095 -2.677 -2.839
C: 1.034 -1.363 -2.372
N: 0.480 -1.079 -1.116
C: 0.414 -2.106 -0.126
C: -0.710 -2.928 -0.001
C: -0.775 -3.895 0.980
C: 0.263 -4.060 1.904
C: 0.172 -5.080 3.001
C: 1.376 -3.234 1.803
C: 1.459 -2.287 0.793
N: 2.633 -1.493 0.682
C: 3.925 -1.877 0.734
C: 4.695 -0.764 0.493
C: 3.778 0.268 0.272
N: 2.533 -0.177 0.401
C: 1.594 -0.362 -3.175
C: 2.219 -0.705 -4.371
N: 1.592 1.036 -2.823
C: 1.851 2.047 -3.672
C: 1.955 3.217 -2.953
C: 1.716 2.838 -1.641
N: 1.481 1.521 -1.560
H: 2.592 -3.278 -6.538
H: 4.038 -2.460 -5.958
H: 2.827 -1.561 -6.867
H: 1.697 -4.027 -4.375
H: 0.667 -3.464 -2.234
H: -1.521 -2.793 -0.707
H: -1.642 -4.540 1.039
H: -0.638 -5.784 2.822
H: -0.009 -4.592 3.961
H: 1.102 -5.641 3.093
H: 2.184 -3.319 2.519
H: 4.191 -2.903 0.924
H: 5.768 -0.706 0.466
H: 3.964 1.304 0.043
H: 2.717 0.055 -4.957
H: 1.946 1.881 -4.730
H: 2.174 4.199 -3.332
H: 1.688 3.450 -0.753
F: -2.224 4.703 0.938
C: -1.899 4.009 2.024
F: -2.063 4.743 3.098
F: -2.653 2.917 2.088
S: -0.126 3.516 1.872
O: -0.146 2.595 0.693
O: 0.640 4.690 1.658
N: 0.081 2.773 3.216
S: 0.802 1.410 3.464
O: 0.449 0.825 4.701
O: 0.720 0.527 2.285
C: 2.594 1.844 3.502
F: 2.851 2.630 4.519
F: 3.308 0.733 3.574
F: 2.876 2.478 2.353
C: -2.062 4.952 -2.074
N: -1.663 3.607 -1.686
C: -2.143 2.497 -2.220
N: -3.052 2.591 -3.190
S: -1.638 0.917 -1.762
H: -1.509 5.663 -1.467
H: -3.127 5.113 -1.900
H: -1.827 5.142 -3.123
H: -1.012 3.490 -0.928
H: -3.390 3.475 -3.530
H: -3.403 1.748 -3.612
C: -4.552 -1.799 1.785
C: -3.610 -0.964 2.664
C: -2.999 -1.816 3.789
C: -4.331 0.266 3.236
C: -2.503 -0.498 1.821
N: -1.623 -0.164 1.166
H: -5.373 -2.156 2.405
H: -4.039 -2.664 1.365
H: -4.968 -1.205 0.972
H: -3.808 -2.174 4.425
H: -2.312 -1.232 4.401
H: -2.469 -2.679 3.384
H: -5.151 -0.083 3.864
H: -4.746 0.888 2.444
H: -3.662 0.868 3.851



Record 3
DFT (the ωB97M-V functional and the def2-TZVPD basis) results for an isolated molecule of C6H7ClF2N2O.

For the relative energy (zero: lowest compared OMol25 entry of this formula, charge and spin), the calculation gives 0.0 kcal per mole. As for the structure (SMILES): Cc1c(Cl)c(=O)n(C)n1C(F)F.

Cartesian coordinates (Å):
C: 1.045 1.382 0.539
C: -0.163 1.311 -0.029
C: 1.647 0.063 0.814
C: -1.068 2.317 -0.584
C: 1.206 -2.193 0.149
C: -1.604 -0.804 -0.399
N: -0.301 -0.269 -0.401
N: 0.806 -0.840 0.318
O: 2.678 -0.105 1.410
F: -2.289 -0.899 0.819
F: -1.631 -2.077 -0.999
Cl: 1.797 2.768 1.156
H: -1.256 1.968 -1.600
H: -0.642 3.178 -0.451
H: -2.091 2.315 -0.159
H: 0.457 -2.925 0.426
H: 1.583 -2.413 -0.735
H: 2.015 -2.479 0.796
H: -2.190 -0.299 -1.069



Record 4
DFT (the ωB97M-V functional and the def2-TZVPD basis) results for C17H29AlBeBr2Cl4FI2KNO9V as an isolated structure.

Cartesian coordinates (Å):
C: 3.212 1.815 2.929
C: 3.642 0.382 2.797
N: 4.939 0.182 2.382
C: 2.762 -0.802 3.098
Al: 1.019 -0.297 4.113
C: -0.083 0.783 2.769
I: 0.057 -0.104 0.792
C: -1.557 1.054 3.255
C: -2.688 0.600 2.285
I: -1.833 3.211 3.486
H: 2.784 1.977 3.932
H: 2.465 1.982 2.127
H: 4.057 2.487 2.724
H: 5.134 -0.825 2.337
H: 3.374 -1.474 3.737
H: 2.508 -1.345 2.168
H: 0.273 -1.626 4.630
H: 1.456 0.558 5.401
H: 0.397 1.771 2.686
H: -1.768 0.545 4.210
H: -3.691 0.816 2.699
H: -2.677 -0.512 2.071
H: -2.618 1.239 1.346
K: -3.097 -0.208 -0.282
O: 4.353 0.031 0.897
V: 4.037 -0.362 -0.816
O: 3.717 -0.796 -2.398
F: 4.120 1.911 -3.354
Be: 1.821 -3.415 3.480
C: -7.596 -1.387 -5.849
C: -6.644 -1.788 -5.001
C: -6.235 -0.953 -3.828
O: -5.372 -1.377 -3.072
C: -6.885 0.333 -3.641
C: -7.838 0.741 -4.490
C: -8.267 -0.107 -5.652
O: -9.146 0.296 -6.385
O: -8.448 1.911 -4.345
O: -6.009 -2.954 -5.157
H: -7.900 -1.982 -6.699
H: -6.569 0.933 -2.799
H: -9.093 1.966 -5.079
H: -5.374 -3.012 -4.420
O: 7.724 -1.713 2.703
H: 7.044 -1.033 2.742
C: 10.715 -2.139 0.283
Cl: 9.302 -1.299 -0.365
Cl: 11.406 -1.168 1.590
Cl: 10.242 -3.718 0.913
Cl: 11.913 -2.352 -1.004
C: 7.396 0.370 5.657
O: 6.642 1.558 5.901
H: 8.078 0.217 6.489
H: 6.724 -0.490 5.579
H: 7.969 0.475 4.734
H: 6.046 1.677 5.156
Br: -11.587 -2.375 -4.293
C: -12.982 -1.246 -5.052
C: -12.396 -0.047 -5.746
Br: -11.808 1.295 -4.465
H: -13.656 -0.985 -4.241
H: -13.505 -1.881 -5.765
H: -13.150 0.451 -6.354
H: -11.537 -0.289 -6.366
C: 10.917 2.531 0.543
O: 10.043 3.247 -0.104
H: 10.651 1.450 0.698
H: 11.926 2.430 0.091
H: 11.148 2.835 1.588



Record 5
DFT (the ωB97M-V functional and the def2-TZVPD basis) results for a 11-piece molecular cluster, C11H33N11O22 overall.

For the relative energy (zero: lowest compared OMol25 entry of this formula, charge and spin), the calculation gives 1.2 kcal per mole. As for the structure (SMILES): C[N+](=O)[O-].C[N+](=O)[O-].C[N+](=O)[O-].C[N+](=O)[O-].C[N+](=O)[O-].C[N+](=O)[O-].C[N+](=O)[O-].C[N+](=O)[O-].C[N+](=O)[O-].C[N+](=O)[O-].C[N+](=O)[O-].

Cartesian coordinates (Å):
C: 3.201 2.772 -2.540
N: 2.429 4.008 -2.821
O: 1.656 3.973 -3.768
O: 2.585 4.960 -2.096
H: 4.084 3.053 -1.979
H: 3.489 2.332 -3.490
H: 2.562 2.081 -1.997
C: 1.809 -3.861 0.648
N: 1.327 -3.054 -0.510
O: 0.194 -2.623 -0.464
O: 2.105 -2.877 -1.422
H: 2.493 -3.245 1.226
H: 2.370 -4.690 0.225
H: 0.951 -4.177 1.222
C: -3.201 -1.762 -1.221
N: -3.780 -3.017 -1.760
O: -3.854 -3.147 -2.965
O: -4.139 -3.849 -0.946
H: -2.610 -2.059 -0.363
H: -3.998 -1.089 -0.909
H: -2.644 -1.292 -2.022
C: 0.885 -0.759 3.431
N: 0.358 -1.758 4.404
O: -0.210 -2.756 3.996
O: 0.580 -1.532 5.568
H: 0.369 0.184 3.549
H: 0.851 -1.187 2.434
H: 1.936 -0.650 3.698
C: 4.241 -0.939 -2.656
N: 5.299 0.086 -2.914
O: 5.854 0.077 -3.992
O: 5.566 0.850 -2.006
H: 4.741 -1.712 -2.080
H: 3.870 -1.298 -3.605
H: 3.469 -0.469 -2.055
C: -2.174 -4.426 2.334
N: -2.800 -3.080 2.468
O: -2.313 -2.154 1.852
O: -3.850 -3.027 3.075
H: -2.597 -5.032 3.125
H: -1.097 -4.375 2.337
H: -2.554 -4.754 1.365
C: -3.938 0.889 3.473
N: -2.753 1.366 2.728
O: -2.786 2.465 2.207
O: -1.790 0.632 2.718
H: -3.608 0.620 4.469
H: -4.314 0.016 2.939
H: -4.710 1.648 3.456
C: -4.487 3.430 -0.031
N: -4.279 1.983 -0.317
O: -4.874 1.172 0.374
O: -3.544 1.691 -1.230
H: -5.224 3.507 0.757
H: -4.809 3.871 -0.968
H: -3.547 3.823 0.343
C: 0.526 1.562 -5.517
N: 0.469 0.926 -4.188
O: -0.471 1.195 -3.464
O: 1.382 0.189 -3.888
H: 0.734 0.784 -6.257
H: 1.467 2.109 -5.562
H: -0.358 2.140 -5.729
C: 3.741 2.117 2.144
N: 3.072 2.492 3.426
O: 3.783 2.691 4.390
O: 1.862 2.524 3.431
H: 4.737 2.537 2.135
H: 3.137 2.496 1.325
H: 3.689 1.032 2.121
C: -0.689 0.387 -0.261
N: 0.686 0.923 -0.167
O: 0.863 1.943 0.464
O: 1.560 0.351 -0.797
H: -1.359 1.216 -0.079
H: -0.855 -0.431 0.437
H: -0.766 -0.024 -1.260



Record 6
DFT (the ωB97M-V functional and the def2-TZVPD basis) results for a 2-piece molecular cluster, C3H8IN2 overall.

For the relative energy (zero: lowest compared OMol25 entry of this formula, charge and spin), the calculation gives 87.7 kcal per mole. The charge is +1.

Cartesian coordinates (Å):
C: 0.605 -1.035 0.372
C: 1.233 1.108 -0.230
C: -1.911 1.754 0.430
N: 0.598 -2.352 0.046
N: 0.943 -0.125 -0.590
I: -2.219 -0.119 -0.322
H: 0.413 -0.770 1.366
H: 1.081 1.452 0.736
H: 1.311 1.804 -0.958
H: -1.998 1.782 1.470
H: -1.612 2.369 -0.332
H: -0.224 -2.788 0.385
H: 0.977 -2.694 -0.765
H: 0.804 -0.385 -1.609



Record 7
DFT (the ωB97M-V functional and the def2-TZVPD basis) results for an isolated molecule of C5H13NO.

For the relative energy (zero: lowest compared OMol25 entry of this formula, charge and spin), the calculation gives 68.2 kcal per mole. As for the structure (SMILES): CCCCNCO.

Cartesian coordinates (Å):
C: -0.457 1.256 -0.648
N: -0.886 -0.146 -0.896
C: 0.097 -1.128 -1.164
O: -0.354 -2.351 -1.551
C: 0.906 1.458 0.280
C: 0.968 0.687 1.561
C: -0.318 0.324 2.243
H: -0.292 1.784 -1.617
H: -1.183 1.973 -0.134
H: -1.847 -0.392 -0.964
H: 0.915 -1.197 -0.261
H: 0.823 -0.829 -2.016
H: -0.563 -2.971 -0.803
H: 1.129 2.497 0.310
H: 1.592 1.072 -0.404
H: 1.739 -0.142 1.550
H: 1.475 1.496 2.253
H: -0.086 0.001 3.164
H: -0.861 1.339 2.179
H: -0.977 -0.384 1.795



Record 8
DFT (the ωB97M-V functional and the def2-TZVPD basis) results for a 4-piece molecular cluster, C3H12O4 overall.

For the relative energy (zero: lowest compared OMol25 entry of this formula, charge and spin), the calculation gives 79.0 kcal per mole. As for the structure (SMILES): C/C=C/O.O.O.O.

Cartesian coordinates (Å):
C: 2.758 -0.370 0.097
C: 1.250 -0.261 0.136
C: 0.451 -0.449 -0.958
O: -0.583 0.493 -1.076
H: 3.004 -0.164 -0.946
H: 3.222 0.394 0.728
H: 3.114 -1.292 0.579
H: 0.765 -0.516 1.083
H: 0.174 -1.353 -1.501
H: -0.916 0.371 -1.976
H: -2.763 -1.244 -1.372
H: -2.420 -2.521 -2.047
O: -2.410 -1.577 -2.185
H: 0.865 3.400 1.979
H: 0.761 2.070 1.169
O: 0.351 2.591 1.861
H: -1.970 0.391 1.009
H: -2.813 -0.011 2.186
O: -2.839 0.048 1.234



Record 9
DFT (the ωB97M-V functional and the def2-TZVPD basis) results for C5H7NO as an isolated structure.

For the relative energy (zero: lowest compared OMol25 entry of this formula, charge and spin), the calculation gives 78.0 kcal per mole.

Cartesian coordinates (Å):
O: -0.059 1.716 -0.373
C: -0.110 0.399 -0.509
C: 1.154 -0.376 -0.626
C: 2.120 0.087 0.349
N: 2.760 0.621 1.106
C: -1.634 -0.360 -0.396
C: -1.154 -0.459 0.960
H: 0.582 1.973 0.318
H: 0.962 -1.441 -0.538
H: 1.553 -0.210 -1.607
H: -2.338 0.411 -0.636
H: -1.662 -1.234 -1.025
H: -0.772 -1.402 1.323
H: -1.449 0.248 1.681



Record 10
DFT (the ωB97M-V functional and the def2-TZVPD basis) results for a 2-piece molecular cluster, CHClF2O overall.

For the relative energy (zero: lowest compared OMol25 entry of this formula, charge and spin), the calculation gives 19.3 kcal per mole. As for the structure (SMILES): O=C(F)Cl.F.

Cartesian coordinates (Å):
C: -0.262 -0.702 0.524
O: -0.957 0.308 0.646
F: 0.495 1.167 -1.061
F: -0.343 -1.463 -0.557
Cl: 1.265 -0.921 1.236
H: -0.199 1.612 -0.789



Record 11
DFT (the ωB97M-V functional and the def2-TZVPD basis) results for CH5FSi as an isolated structure.

For the relative energy (zero: lowest compared OMol25 entry of this formula, charge and spin), the calculation gives 21.0 kcal per mole.

Cartesian coordinates (Å):
C: 0.536 -0.803 -0.685
F: 1.803 -1.009 -1.092
Si: -0.175 0.778 0.125
H: -0.199 -1.166 -1.348
H: 0.392 -1.680 0.355
H: -1.392 0.539 0.861
H: -0.346 1.390 -1.128
H: 0.776 1.467 1.008



Record 12
DFT (the ωB97M-V functional and the def2-TZVPD basis) results for a 2-piece molecular cluster, C9H13NO2S overall.

For the relative energy (zero: lowest compared OMol25 entry of this formula, charge and spin), the calculation gives 106.0 kcal per mole.

Cartesian coordinates (Å):
C: -1.692 -0.493 -0.330
C: -1.268 0.697 0.159
C: 1.997 0.509 1.687
C: 2.122 -0.336 0.495
C: -0.571 -1.366 -0.999
C: 0.723 1.463 1.439
C: 0.217 1.093 0.087
C: 0.712 -0.743 -1.417
C: 0.381 0.212 -2.609
N: 1.140 -0.055 -0.286
O: -1.781 -2.436 1.928
O: -2.961 -0.407 2.513
S: -1.715 -1.063 2.393
H: -2.688 -0.765 -0.334
H: -1.894 1.472 0.562
H: 2.839 1.193 1.852
H: -0.457 -2.202 -0.266
H: -0.988 -1.887 -1.929
H: 0.008 1.258 2.136
H: 1.031 2.409 1.395
H: 0.341 2.003 -0.696
H: 1.541 -1.449 -1.738
H: 1.328 0.757 -2.839
H: -0.528 0.714 -2.449
H: 0.128 -0.451 -3.344
H: 2.035 -0.127 2.588



Respective energy values: -113147.0464, -102291.8246, -29318.3411, -296098.8869, -73348.0964, -14310.6333, -8931.0544, -11492.3378, -8832.8211, -21057.5945, -11710.8869, -25960.1052 eV.